1.
This record from the OMol25 dataset describes the molecule C3H9N2O2P in a non-equilibrium geometry. The level of theory is the ωB97M-V functional and the def2-TZVPD basis.

CARTESIAN COORDINATES (ANGSTROEM)
1 N 1.7681 -1.7966 -0.1176
2 C 0.9540 -0.8168 -0.8831
3 P 0.0833 0.3461 0.3072
4 C -1.5935 0.9394 -0.2820
5 N -2.5849 -0.1411 0.0405
6 C 1.3020 1.7075 0.7207
7 O 1.9614 2.2462 -0.1795
8 O 1.4771 2.0557 1.9468
9 H 1.7479 -1.5980 0.8856
10 H 1.4801 -2.7576 -0.2970
11 H 0.2780 -1.2779 -1.6467
12 H 1.6901 -0.1687 -1.4442
13 H -0.1408 -0.4045 1.5063
14 H -1.6636 1.1061 -1.3856
15 H -1.8871 1.8687 0.2768
16 H -2.5005 -0.3206 1.0424
17 H -2.3717 -0.9878 -0.4906

**Charge**: 0
**Lowest unoccupied orbital energy**: 0.2 eV
**Relative energy (zero: lowest compared OMol25 entry of this formula, charge and spin)**: 104.1 kcal/mol


2.
This record from the OMol25 dataset describes a structure of composition C14H24O15PbS in a non-equilibrium geometry. The level of theory is the ωB97M-V functional and the def2-TZVPD basis.

CARTESIAN COORDINATES (ANGSTROEM)
1 Pb -23.9301 28.8632 -12.6649
2 C -24.2557 28.4542 -9.1432
3 O -24.3700 27.7394 -10.3219
4 H -25.1758 28.3968 -8.5249
5 H -23.3691 28.1875 -8.5453
6 H -24.1600 29.5467 -9.3103
7 C -24.4341 25.8542 -14.2682
8 O -23.9502 26.2678 -13.0415
9 H -23.7348 25.6548 -15.1025
10 H -25.1493 25.0273 -14.0851
11 H -25.0776 26.6567 -14.6986
12 S -20.9697 29.2924 -12.5750
13 O -19.7551 29.8385 -13.1715
14 O -21.9103 30.3171 -12.0603
15 O -21.7850 28.5338 -13.5701
16 O -20.6015 28.3835 -11.4862
17 C -29.4036 32.6642 -12.6437
18 C -28.5849 32.2403 -11.4325
19 C -28.7902 30.7237 -11.1654
20 O -27.5444 30.1572 -11.5584
21 C -26.6315 31.1215 -11.6466
22 O -25.4620 30.9520 -11.6159
23 O -27.2100 32.3897 -11.6732
24 H -29.1705 33.6597 -13.0232
25 H -30.4213 32.8546 -12.2717
26 H -29.5042 31.8677 -13.3777
27 H -28.8878 32.8520 -10.5779
28 H -29.5660 30.2905 -11.7906
29 H -28.7775 30.5941 -10.0799
30 C -22.1491 34.8341 -14.8272
31 C -22.1611 33.5788 -15.6728
32 C -20.9880 32.5631 -15.3271
33 O -21.6992 31.4023 -14.9381
34 C -23.0377 31.5938 -14.9045
35 O -23.7994 30.7047 -14.7423
36 O -23.2901 32.9019 -15.1504
37 H -23.0777 35.3984 -14.8805
38 H -21.3200 35.5229 -15.0409
39 H -21.8775 34.6011 -13.7957
40 H -22.1140 33.7316 -16.7520
41 H -20.3921 32.8335 -14.4564
42 H -20.4579 32.3135 -16.2437
43 C -30.3143 30.6993 -15.6859
44 C -29.4144 29.4562 -15.5604
45 C -28.6108 29.1435 -16.8066
46 O -27.2965 28.9177 -16.3848
47 C -27.1773 29.1562 -15.0684
48 O -26.1764 28.9699 -14.4755
49 O -28.3620 29.6507 -14.5973
50 H -31.0432 30.6391 -14.8730
51 H -31.0164 30.5368 -16.5110
52 H -29.8352 31.6678 -15.7790
53 H -29.9760 28.5871 -15.2177
54 H -28.6658 29.9466 -17.5445
55 H -28.9957 28.2280 -17.2622

**Charge**: -2
**Lowest unoccupied orbital energy**: 3.4 eV
**Relative energy (zero: lowest compared OMol25 entry of this formula, charge and spin)**: 33.9 kcal/mol


3.
This record from the OMol25 dataset describes a cluster of 8 separate species, C36H48N8O12 in total in a non-equilibrium geometry. The level of theory is the ωB97M-V functional and the def2-TZVPD basis.

CARTESIAN COORDINATES (ANGSTROEM)
1 O 0.2909 3.0773 -8.3266
2 N 1.5417 3.0889 -7.9992
3 O 2.4006 3.9229 -8.4796
4 C 2.0373 2.0577 -7.1668
5 C 3.4967 2.0849 -6.5414
6 C 4.0638 0.7620 -5.7546
7 C 2.9481 -0.2496 -5.3700
8 C 1.6394 -0.0974 -5.6109
9 C 1.0889 1.0735 -6.5461
10 H 4.1699 2.8336 -7.0206
11 H 5.1546 0.6045 -5.5910
12 H 3.3756 -1.1537 -4.8624
13 H 0.8541 -0.6795 -5.3057
14 H 0.1239 1.1023 -6.7725
15 O -1.0218 -3.7002 2.9482
16 N -1.1307 -3.3552 4.2241
17 O -0.3496 -2.5934 4.7948
18 C -2.2980 -3.8505 4.9342
19 C -3.1420 -5.0568 4.4910
20 C -4.3237 -5.5230 5.2407
21 C -4.5894 -4.9621 6.5899
22 C -3.7923 -3.9721 7.0758
23 C -2.6240 -3.2673 6.3162
24 H -2.9299 -5.3293 3.5079
25 H -4.8119 -6.4790 4.7628
26 H -5.5137 -5.2059 7.1723
27 H -4.1786 -3.5594 8.0627
28 H -1.8196 -2.5252 6.4329
29 O 0.6716 -2.6605 -1.0670
30 N 0.5748 -1.4385 -1.4239
31 O 0.5725 -0.9682 -2.5660
32 C 0.0724 -0.5650 -0.3700
33 C -0.1514 0.9572 -0.6791
34 C -0.9236 1.7903 0.4313
35 C -1.0170 1.0414 1.8428
36 C -0.5332 -0.2066 2.1637
37 C 0.1014 -1.0524 1.1483
38 H 0.1479 1.3667 -1.7144
39 H -1.3268 2.8435 0.4029
40 H -1.6166 1.4053 2.6234
41 H -0.6401 -0.4627 3.0713
42 H 0.5767 -2.0015 1.3913
43 O 2.5251 -8.8865 -1.8583
44 N 2.5705 -7.6565 -1.5371
45 O 2.2287 -7.1398 -0.5048
46 C 2.9719 -6.6325 -2.5695
47 C 2.7936 -5.1975 -2.3783
48 C 2.9755 -4.2556 -3.5281
49 C 3.5612 -4.7102 -4.8294
50 C 3.8229 -6.1056 -5.0439
51 C 3.5529 -7.1942 -3.8849
52 H 2.4529 -4.9581 -1.2892
53 H 2.6725 -3.1409 -3.5898
54 H 3.9922 -4.1617 -5.7323
55 H 4.3529 -6.3913 -6.0216
56 H 3.6909 -8.3049 -4.1387
57 C -0.0236 2.6914 4.6997
58 N -1.1208 2.1519 5.5643
59 C -2.3017 2.9409 5.6431
60 C -1.0097 0.8280 6.0371
61 O -1.9829 0.2395 6.5770
62 H -0.0422 3.7256 4.0326
63 H 0.3551 2.0138 3.8753
64 H 0.7073 2.8805 5.3904
65 H -2.6503 3.4284 6.4881
66 H -3.2469 2.3250 5.2710
67 H -2.4093 3.8597 5.0777
68 H -0.0655 0.4407 5.9534
69 C -3.5625 6.5050 3.5588
70 N -3.0787 5.4571 2.7643
71 C -1.6791 5.4714 2.4660
72 C -3.9296 4.4287 2.4433
73 O -3.4145 3.4474 1.7836
74 H -3.5981 7.5631 3.1261
75 H -3.1804 6.6316 4.5032
76 H -4.5696 6.2999 4.1536
77 H -1.5874 6.4251 1.8163
78 H -1.3909 4.6740 2.0752
79 H -0.9215 5.6047 3.3926
80 H -4.8351 4.6061 2.6816
81 C 3.9124 -1.4185 -1.4809
82 N 3.9306 -0.1115 -0.9111
83 C 3.9078 0.0080 0.6569
84 C 4.1402 0.9906 -1.5312
85 O 4.5627 1.9954 -1.0688
86 H 3.3247 -1.2938 -2.3623
87 H 3.3513 -2.2308 -0.9342
88 H 4.9610 -1.7207 -1.7950
89 H 2.9177 0.5170 0.9435
90 H 4.7597 0.6088 1.1598
91 H 4.0161 -0.9257 0.9773
92 H 3.9999 0.7652 -2.6822
93 C -3.5310 2.6112 -1.9697
94 N -2.4273 2.6485 -2.9031
95 C -1.4167 3.6670 -2.6580
96 C -2.4193 1.8233 -4.0236
97 O -1.6917 2.0024 -4.9606
98 H -4.5102 2.7924 -2.4980
99 H -3.4839 3.6033 -1.4081
100 H -3.6476 1.6369 -1.4491
101 H -1.2332 3.9891 -1.5011
102 H -1.4923 4.4668 -3.4415
103 H -0.3823 3.3193 -2.9243
104 H -3.3433 1.2544 -4.1638

**Charge**: 0
**SMILES string**: O=[N+]([O-])c1ccccc1.O=[N+]([O-])c1ccccc1.O=[N+]([O-])c1ccccc1.O=[N+]([O-])c1ccccc1.CN(C)C=O.CN(C)C=O.CN(C)C=O.CN(C)C=O
**Lowest unoccupied orbital energy**: -1.4 eV
**Relative energy (zero: lowest compared OMol25 entry of this formula, charge and spin)**: 443.4 kcal/mol


4.
This record from the OMol25 dataset describes a structure of composition C18H25N6O2Ti. The level of theory is the ωB97M-V functional and the def2-TZVPD basis.

CARTESIAN COORDINATES (ANGSTROEM)
1 Ti 0.9817 0.4674 -0.5718
2 C 2.3709 3.2971 -0.8028
3 C 3.3309 2.2272 -1.3094
4 N 3.2346 0.9912 -0.5095
5 C 3.6677 1.1225 0.8961
6 C 2.6638 0.5425 1.8878
7 N 1.2808 1.0175 1.6374
8 C 1.0842 2.4674 1.8634
9 C 0.3957 3.1621 0.6945
10 N 0.9967 2.7822 -0.6001
11 H 2.3730 4.1341 -1.5033
12 H 2.7286 3.7018 0.1439
13 H 4.3466 2.6385 -1.3022
14 H 3.0855 1.9546 -2.3375
15 H 3.7644 0.2610 -0.9712
16 H 3.8355 2.1775 1.1135
17 H 4.6291 0.6304 1.0542
18 H 2.9911 0.8052 2.8997
19 H 2.6446 -0.5463 1.8116
20 H 0.6696 0.5009 2.2592
21 H 2.0541 2.9286 2.0529
22 H 0.4946 2.6379 2.7660
23 H 0.4495 4.2446 0.8598
24 H -0.6591 2.8846 0.6526
25 H 0.3993 3.1400 -1.3366
26 C -3.0945 0.9200 -2.1670
27 C -1.7321 0.9637 -1.9560
28 N -1.1469 0.3937 -0.8918
29 C -1.9206 -0.2862 -0.0457
30 C -3.2939 -0.4252 -0.1960
31 C -3.8920 0.2269 -1.2672
32 C -4.0831 -1.2144 0.7696
33 C -3.8522 -2.4653 1.1724
34 C -2.8144 -3.3965 0.6884
35 C -2.4872 -4.5206 1.4374
36 C -1.5081 -5.3567 0.9255
37 N -0.9023 -5.1163 -0.2317
38 C -1.2987 -4.0256 -0.8760
39 N -2.2146 -3.1523 -0.4822
40 H -3.5154 1.4101 -3.0331
41 H -1.0760 1.4581 -2.6636
42 H -1.4222 -0.7694 0.7881
43 H -4.9624 0.1658 -1.4149
44 H -4.9440 -0.7059 1.1909
45 H -4.5111 -2.8691 1.9324
46 H -2.9744 -4.7343 2.3784
47 H -1.1986 -6.2462 1.4623
48 H -0.8196 -3.8264 -1.8285
49 O 1.3800 -0.6181 -2.4486
50 C 1.4677 -1.6787 -1.7788
51 O 1.3420 -1.6707 -0.5199
52 H 1.6611 -2.6309 -2.2925

**Charge**: +1
**Lowest unoccupied orbital energy (alpha / beta)**: -2.5 / -2.6 eV
**Multiplicity**: 3


5.
This record from the OMol25 dataset describes a structure of composition C14H28DyN6O6Se in a non-equilibrium geometry. The level of theory is the ωB97M-V functional and the def2-TZVPD basis.

CARTESIAN COORDINATES (ANGSTROEM)
1 O -0.6693 0.6056 -5.8831
2 H -1.2527 0.1847 -6.5384
3 Dy -0.6356 0.2344 -0.7244
4 N -0.3477 1.8796 0.5669
5 N 0.8458 1.2035 -1.8287
6 N -1.7174 -0.8384 0.6874
7 N -0.8152 -1.4866 -1.8124
8 O -1.0448 2.1017 1.6240
9 O -2.1414 -0.4601 1.9364
10 O -0.2581 -1.7255 -3.0314
11 O 1.4732 0.5913 -2.7203
12 C 1.2928 2.3109 -1.1452
13 C 0.6782 2.6647 0.1019
14 C -1.9231 -2.1096 0.2279
15 C -1.3893 -2.4537 -1.0650
16 C 1.0375 3.8108 0.9538
17 H 1.3003 3.4629 1.9617
18 H 0.1744 4.4886 1.0566
19 H 1.8780 4.4088 0.5866
20 C 2.4049 3.0200 -1.8045
21 H 2.1206 3.2696 -2.8393
22 H 3.2913 2.3708 -1.8594
23 H 2.7045 3.9509 -1.3178
24 C -2.6459 -3.0808 1.0669
25 C -1.4750 -3.8221 -1.6130
26 H -3.3262 -2.6353 1.8065
27 H -1.9421 -3.7200 1.6192
28 H -3.2625 -3.7321 0.4370
29 H -0.7183 -4.0661 -2.3688
30 H -2.4606 -3.9881 -2.0764
31 H -1.3565 -4.5563 -0.8103
32 H -1.8248 0.4948 2.0092
33 H -0.0713 -0.8298 -3.4034
34 C -1.5308 1.0155 -4.8193
35 H -1.0507 1.7669 -4.1762
36 H -1.9814 0.1563 -4.2985
37 H -2.3613 1.5376 -5.2785
38 O -2.7065 1.3511 -0.8572
39 H -2.6666 0.4356 -0.4631
40 H -1.9855 1.8888 -0.4270
41 C 3.2313 1.2682 2.2553
42 N 2.2661 0.2952 2.7880
43 C 1.9612 0.1786 4.1253
44 C 1.1314 -0.8713 4.2750
45 N 0.9171 -1.4235 3.0346
46 C 0.1486 -2.6517 2.8212
47 C 1.5982 -0.6862 2.0980
48 Se 1.7152 -1.0322 0.3346
49 H 2.9358 2.2844 2.5593
50 H 3.2981 1.2120 1.1599
51 H 4.2226 1.0769 2.6894
52 H 2.3591 0.8230 4.8749
53 H 0.7077 -1.2706 5.1688
54 H 0.5869 -3.4738 3.4047
55 H -0.8845 -2.4896 3.1694
56 H 0.1641 -2.9405 1.7616

**Charge**: +1
**Lowest unoccupied orbital energy (alpha / beta)**: -5.2 / -5.1 eV
**Multiplicity**: 6


6.
This record from the OMol25 dataset describes the molecule C18H19FN2O4S. The level of theory is the ωB97M-V functional and the def2-TZVPD basis.

CARTESIAN COORDINATES (ANGSTROEM)
1 O -3.8297 -2.3010 -0.4441
2 C -3.4496 -1.2237 -0.0423
3 N -4.2527 -0.1367 0.1558
4 C -5.6322 -0.0229 -0.0272
5 C -6.4421 -1.0947 -0.3946
6 C -7.8034 -0.9079 -0.5529
7 C -8.3856 0.3318 -0.3513
8 C -7.5654 1.3832 0.0144
9 F -8.1052 2.6029 0.2183
10 C -6.2039 1.2314 0.1800
11 C -2.0060 -0.9606 0.2631
12 C -1.0569 -1.6400 -0.4985
13 C 0.2921 -1.4491 -0.2632
14 C 0.6838 -0.5913 0.7461
15 S 2.4294 -0.3109 1.0136
16 O 3.1465 -1.5154 0.7176
17 O 2.6060 0.3182 2.2916
18 N 2.7168 0.8094 -0.1996
19 C 3.8073 0.5910 -1.1221
20 C 5.1303 1.2403 -0.6753
21 C 5.6635 0.6447 0.6434
22 C 7.1106 0.2745 0.3090
23 C 7.0237 0.0481 -1.1983
24 O 6.1270 1.0385 -1.6637
25 C -0.2413 0.0662 1.5324
26 C -1.5926 -0.1170 1.2919
27 H -3.7952 0.7224 0.4279
28 H -6.0000 -2.0629 -0.5556
29 H -8.4212 -1.7450 -0.8385
30 H -9.4447 0.4906 -0.4714
31 H -5.6037 2.0822 0.4658
32 H -1.4003 -2.3145 -1.2679
33 H 1.0471 -1.9639 -0.8345
34 H 2.6861 1.7457 0.1735
35 H 3.5298 0.9867 -2.1046
36 H 3.9361 -0.4896 -1.1987
37 H 4.9756 2.3260 -0.6004
38 H 5.5929 1.3505 1.4681
39 H 5.0920 -0.2445 0.9063
40 H 7.4563 -0.6052 0.8449
41 H 7.7794 1.1099 0.5194
42 H 7.9676 0.1894 -1.7257
43 H 6.6327 -0.9558 -1.4159
44 H 0.1128 0.6989 2.3307
45 H -2.3138 0.3703 1.9323

**Charge**: 0
**SMILES string**: O=C(Nc1cccc(F)c1)c1ccc(S(=O)(=O)NC[C@H]2CCCO2)cc1
**Lowest unoccupied orbital energy**: -0.1 eV
**Relative energy (zero: lowest compared OMol25 entry of this formula, charge and spin)**: 3.9 kcal/mol


Number 1: electronic energy -720.9803 a.u.. Number 2: electronic energy -2267.4317 a.u.. Number 3: electronic energy -2740.3772 a.u.. Number 4: electronic energy -2029.2780 a.u.. Number 5: electronic energy -4616.1661 a.u.. Number 6: electronic energy -1605.8438 a.u..